(1)
Density functional theory data (wB97M-V/def2-TZVPD) for a 2-piece molecular cluster, C10H16 overall in a non-equilibrium geometry.

For the energy above the lowest of the compared OMol25 structures with the same formula, charge and spin, the calculation gives 1.398 eV. As for the SMILES: Cc1ccccc1.CCC. The spin multiplicity is 1.

CARTESIAN COORDINATES (ANGSTROEM)
C1 -0.066704 0.920624 2.318049
C2 -0.926038 1.001557 1.097765
C3 -0.469338 1.584411 -0.054946
C4 -1.369530 1.882840 -1.141594
C5 -2.645081 1.418459 -1.048885
C6 -3.035765 0.599186 0.056760
C7 -2.177242 0.338525 1.107800
H1 -0.287412 1.731453 3.036246
H2 1.007195 0.856929 1.990314
H3 -0.194892 0.044904 2.950507
H4 0.530721 2.070736 -0.029425
H5 -0.974405 2.375626 -2.012151
H6 -3.358529 1.406055 -1.865289
H7 -4.024324 0.121504 0.060916
H8 -2.662815 -0.121758 1.970647
C8 2.750726 -0.570278 -0.471300
C9 1.888079 -1.473721 -1.373475
C10 0.998926 -2.392174 -0.553621
H9 2.169616 -0.018675 0.237991
H10 3.443587 -0.087045 -1.169459
H11 3.472645 -1.149652 0.085579
H12 1.431306 -0.804733 -2.105266
H13 2.467620 -1.980524 -2.135795
H14 1.303750 -3.405704 -0.625946
H15 0.892215 -2.066771 0.457248
H16 -0.164312 -2.281776 -0.782672

Cartesian forces (eV/Å) of the 6 atoms listed first:
C 1.318 -0.050 0.323
C -0.390 -1.840 0.759
C -0.361 2.042 -0.844
C 1.588 -0.818 1.384
C -1.152 -1.935 0.442
C 0.147 0.102 -0.679

(2)
Density functional theory data (wB97M-V/def2-TZVPD) for a 2-piece molecular cluster, C10H16 overall in a non-equilibrium geometry.

For the energy above the lowest of the compared OMol25 structures with the same formula, charge and spin, the calculation gives 1.073 eV. As for the SMILES: Cc1ccccc1.CCC. The spin multiplicity is 1.

CARTESIAN COORDINATES (ANGSTROEM)
C1 0.978254 4.499559 0.248021
C2 0.799533 3.011937 0.130057
C3 -0.453635 2.487129 -0.007409
C4 -0.502481 1.112014 -0.406163
C5 0.620814 0.380519 -0.649390
C6 1.893629 0.935900 -0.410377
C7 1.991188 2.255186 -0.038041
H1 0.531556 4.983487 1.136660
H2 0.390416 5.104899 -0.447459
H3 2.031742 4.746826 0.275387
H4 -1.417271 2.963773 0.077318
H5 -1.547502 0.836440 -0.516459
H6 0.562114 -0.613528 -1.059545
H7 2.751297 0.301471 -0.602769
H8 2.934894 2.783531 -0.020108
C8 -0.635760 -3.508225 1.437751
C9 -0.937082 -2.670008 0.189902
C10 -1.590872 -3.515061 -0.932742
H9 -1.524909 -3.455846 2.073648
H10 0.218939 -3.069053 1.925642
H11 -0.362008 -4.525638 1.195311
H12 -1.539337 -1.789329 0.420418
H13 -0.000701 -2.310631 -0.232328
H14 -2.118858 -2.869538 -1.645446
H15 -0.796674 -3.829637 -1.613715
H16 -2.277287 -4.246177 -0.528164

Cartesian forces (eV/Å) of the 6 atoms listed first:
C -0.762 1.006 1.211
C 0.914 1.710 -0.212
C 0.672 -2.953 -0.599
C -1.465 2.184 0.594
C 0.697 -0.205 0.079
C -0.562 -0.390 -0.316